49
Properties=species:S:1:pos:R:3:forces:R:3:lowdin_charge:R:1 method="wB97M-V/def2-TZVPD" gap_ha=0.17285 de_lowest_kcal_mol=0.0 homo_ev=-2.891 total_energy_ha=-1265.2764 charge=-1
O -2.66477 0.50656 -2.41262 -1.794 0.448 -0.185 -0.070
C -1.51150 1.20741 -2.24585 3.157 -0.682 0.172 -0.492
C -1.73010 3.27773 2.22056 0.083 0.073 -0.030 -0.097
C -5.02528 0.48516 -2.63593 -0.175 -0.218 -0.092 -0.092
H 2.94936 0.34259 -1.69578 -0.092 0.002 -0.127 0.068
O -0.23814 -2.88558 0.24625 1.035 0.411 1.113 0.079
H 2.65122 0.53039 -3.43061 -0.030 -0.083 0.142 0.074
C 3.61052 -2.20740 3.04712 0.018 -0.127 -0.024 -0.006
C -1.67791 1.94827 1.81157 0.522 -0.274 -0.143 -0.030
H 3.75948 -5.55322 2.32250 -0.101 0.320 -0.004 0.098
H 1.67403 -4.94592 1.02648 0.180 0.075 0.136 0.118
H -2.64564 3.65842 2.67377 0.201 -0.020 -0.171 0.092
C 4.07627 -3.52879 3.04371 -0.400 -0.051 -0.294 -0.072
C -0.48007 1.39896 1.29965 -0.126 1.451 0.200 -0.193
C 0.61686 2.26641 1.09824 -0.299 -0.385 -0.032 -0.020
H 0.07361 -1.45841 -3.46358 -0.194 -0.204 0.081 0.067
O 1.06224 2.12242 -1.82663 1.248 0.583 0.063 -0.043
C 3.38920 -4.52601 2.31519 0.009 0.485 0.140 -0.073
C 0.96022 0.95087 -2.20050 -1.888 -0.525 0.136 -0.497
C 0.54430 3.60673 1.46004 -0.396 -0.022 0.136 -0.058
H 1.40743 4.24498 1.27418 -0.264 -0.099 0.038 0.106
C 2.21958 0.15530 -2.49305 0.360 -0.087 0.005 -0.036
H -3.69325 1.96798 -3.46394 -0.009 0.038 0.286 0.124
C -3.80902 1.36938 -2.54986 0.247 -0.281 0.156 -0.252
C 0.58330 -0.85896 1.32660 -0.128 0.311 -0.070 -0.054
C 0.57893 -2.30363 0.95599 -1.079 0.163 -0.705 -0.295
H -3.86883 2.03787 -1.68325 0.078 -0.001 -0.260 0.116
H -1.33980 -0.46174 0.59076 0.252 0.024 -0.109 0.141
H -4.97815 -0.13930 -3.53303 -0.030 -0.050 0.142 0.072
C 1.77625 -0.58048 2.19084 -0.140 0.934 -0.356 -0.275
H -0.28829 -1.72325 -1.72858 -0.075 -0.031 -0.474 0.050
O 2.14350 0.47259 2.69717 -0.236 -1.252 -0.282 0.095
H -0.66866 5.17371 2.33674 -0.028 -0.369 -0.054 0.095
C -0.32452 0.31935 -2.35991 -0.321 2.606 0.609 -0.186
C -0.43228 -0.01490 1.00539 0.183 -0.534 0.053 0.078
H -2.53606 1.27618 1.90752 0.148 0.371 0.057 0.112
H -5.94019 1.08046 -2.68868 0.045 0.049 -0.006 0.066
C 2.23393 -4.20363 1.59313 0.056 0.094 0.061 -0.004
H 4.10765 -1.41302 3.60238 -0.014 -0.235 -0.093 0.118
H 2.05956 -0.92049 -2.58429 -0.018 0.061 -0.013 0.052
C 2.46693 -1.89650 2.32086 0.108 -0.830 0.090 -0.092
C -0.62015 4.12028 2.04844 0.107 -0.512 -0.227 -0.084
H 1.50637 1.88843 0.60307 -0.210 0.105 0.150 0.111
H 4.97260 -3.79109 3.60946 -0.270 0.063 -0.185 0.098
H -5.09245 -0.15885 -1.75448 0.015 -0.003 -0.114 0.073
O -1.51651 2.40795 -2.03652 -0.791 0.030 -0.117 0.043
C 1.77882 -2.88788 1.60573 0.771 -0.252 0.443 -0.092
H -1.59236 -1.25033 -2.83425 0.418 -0.374 -0.086 0.071
C -0.52821 -1.10697 -2.61201 -0.136 -1.197 -0.153 -0.105